# 1
Density functional theory data (wB97M-V/def2-TZVPD) for a molecular structure, C16H29I2N6RuSSeSi.

The geometry in ORCA input format:
```
! RIJCOSX wB97M-V def2-TZVPD def2/J DEFGRID3
* xyz 2 6
Ru -0.2380 -0.0754 0.6463
N 4.8315 -3.4758 2.3008
C 3.7575 -2.7675 1.9145
C 3.8723 -1.4365 1.4769
C 2.7491 -0.7478 1.1166
N 1.5072 -1.2764 1.1249
C 1.3949 -2.5572 1.5376
C 2.4615 -3.3203 1.9284
H 5.7480 -3.0652 2.3188
H 4.7391 -4.4216 2.6261
H 4.8350 -0.9425 1.4452
H 2.8309 0.2865 0.8119
H 0.3943 -2.9655 1.5686
H 2.2969 -4.3387 2.2573
N -2.0690 1.3276 -1.4889
C -1.4198 0.8587 -0.6527
C -2.6370 2.5976 1.8867
Si -1.0854 3.5829 1.8961
C -0.4151 3.9764 3.5707
C -1.0353 4.9508 0.6721
Se 0.6358 2.0875 0.9911
H -3.4080 3.1179 2.4649
H -2.4792 1.6251 2.3534
H -3.0072 2.4514 0.8721
H -0.5114 5.0470 3.7720
H 0.6366 3.7022 3.6552
H -0.9786 3.4218 4.3241
H -1.6771 5.7629 1.0313
H -1.4143 4.6162 -0.2953
H -0.0286 5.3522 0.5417
I -2.2264 -1.6543 1.2925
I -2.6253 0.6464 5.3400
S 1.0976 0.5152 3.7654
C 0.8248 0.0976 5.3971
N 0.9178 1.0486 6.3638
C 0.7337 0.8339 7.6899
C 0.4353 -0.4117 8.1400
C 0.3282 -1.4456 7.1926
C 0.5146 -1.1995 5.8583
H 1.1379 1.9805 6.0379
H 0.8365 1.6941 8.3348
H 0.2895 -0.5875 9.1949
H 0.0858 -2.4472 7.5253
H 0.4213 -1.9820 5.1200
N -1.6332 -2.1243 -4.6924
C -0.4346 -2.1786 -3.7696
C -0.7742 -1.3958 -2.5101
N 0.3221 -1.2867 -1.5525
H -1.4872 -2.6720 -5.5425
H -1.8376 -1.1615 -4.9724
H -2.4709 -2.4859 -4.2297
H 0.4019 -1.7439 -4.3125
H -0.2261 -3.2283 -3.5751
H -1.6170 -1.8631 -1.9939
H -1.0928 -0.3901 -2.7762
H 1.1304 -0.8038 -1.9311
H 0.6274 -2.1917 -1.2118
*
```

## Properties
HOMO-LUMO gap (alpha / beta) = 7.28 / 5.27 eV
Relative energy (zero: lowest compared OMol25 entry of this formula, charge and spin) = 42.2 kcal per mole

Results of the natural (NBO) charge analysis, in e, for atoms 1 through 5: Ru 0.76; N -0.74; C 0.26; C -0.30; C 0.08

# 2
Density functional theory data (wB97M-V/def2-TZVPD) for a molecular structure, C16H29I2O6P at a distorted geometry.

The geometry in ORCA input format:
```
! RIJCOSX wB97M-V def2-TZVPD def2/J DEFGRID3
* xyz 0 1
C -3.9437 -1.5080 -2.3253
C -3.9564 0.0806 -2.6845
C -4.1606 0.8409 -1.2864
O -3.0179 0.5378 -0.4392
P -1.8562 1.7619 -0.4246
O -2.0574 2.8774 -1.4429
O -0.3055 1.0845 -0.7525
C -0.3889 -0.3547 -0.9407
C -0.5281 -1.1597 0.4554
C 0.4689 -2.4057 0.5913
C 0.7702 -2.5946 2.1836
C 2.2335 -3.1808 2.4791
C 3.2707 -1.9411 2.2616
C 4.0068 -2.0334 0.8138
C 3.6799 -0.6308 0.0690
O 3.8124 -0.7103 -1.3757
C 3.4191 0.4978 -1.9963
C 2.5827 0.4998 -3.3594
O 3.7068 1.6053 -1.4636
O -1.7457 2.3027 1.2033
C -2.4044 3.5577 1.3924
I -4.4094 4.0705 0.7586
C -1.6660 4.5493 2.1035
C -0.1870 4.1725 2.6262
I -2.4718 6.5155 2.5074
H -4.7923 -1.6661 -1.5594
H -4.0682 -2.1706 -3.2397
H -2.9785 -1.7937 -1.7627
H -2.9514 0.3948 -3.1407
H -4.8378 0.3203 -3.3882
H -5.0710 0.3363 -0.7852
H -4.4250 1.9412 -1.3748
H -1.1623 -0.6681 -1.7243
H 0.6315 -0.6767 -1.3777
H -0.4485 -0.3912 1.2982
H -1.6011 -1.5828 0.4910
H -0.1087 -3.3447 0.2585
H 1.4284 -2.3183 -0.0151
H 0.6967 -1.5757 2.7091
H -0.0532 -3.2639 2.6158
H 2.2888 -3.5527 3.5667
H 2.4120 -4.0279 1.7343
H 2.7256 -0.9361 2.3705
H 4.0856 -2.0268 3.0644
H 3.5140 -2.8681 0.2158
H 5.1273 -2.2155 0.9250
H 2.6322 -0.2499 0.3566
H 4.4560 0.1297 0.4498
H 3.1765 1.0179 -4.1939
H 2.3558 -0.5813 -3.6398
H 1.6242 1.1013 -3.2020
H 0.4649 3.7035 1.8208
H 0.3629 5.0791 3.0597
H -0.3366 3.4509 3.5135
*
```

## Properties
HOMO-LUMO gap = 8.66 eV

Results of the natural (NBO) charge analysis, in e, for atoms 1 through 5: C -0.63; C -0.43; C -0.09; O -0.80; P 2.46

# 3
Density functional theory data (wB97M-V/def2-TZVPD) for a gas-phase ion, C16H29N6O3 (charge +1).

The geometry in ORCA input format:
```
! RIJCOSX wB97M-V def2-TZVPD def2/J DEFGRID3
* xyz 1 1
C -3.9050 -0.5524 -2.4366
H -3.7231 0.4822 -2.7186
C -3.2557 -0.8632 -1.0932
H -3.4980 -1.8865 -0.7981
H -2.1687 -0.8035 -1.2108
C -3.6962 0.0938 0.0201
C -5.1938 -0.0050 0.2918
H -5.7641 0.4072 -0.5346
H -5.4370 0.5490 1.1933
H -5.4835 -1.0428 0.4361
H -3.4569 1.1197 -0.2832
C -2.9289 -0.2016 1.3284
N -3.3491 0.7275 2.3595
H -3.1437 1.6857 2.1018
H -2.9128 0.5224 3.2495
C -1.4479 -0.1626 1.0959
N -0.6540 -1.2348 1.2312
N 0.5666 -0.8916 0.9867
N 0.6056 0.4057 0.6733
C -0.6389 0.9087 0.7344
H -0.8516 1.9270 0.4861
C 1.8316 1.0991 0.3352
H 1.7616 1.4328 -0.7059
C 2.0463 2.3198 1.2501
H 1.1195 2.5472 1.7774
H 2.8038 2.0612 1.9928
C 2.4928 3.5586 0.4802
C 1.4129 4.0807 -0.4414
O 0.3803 3.5044 -0.6810
O 1.7362 5.2511 -0.9680
H 1.0402 5.5936 -1.5525
H 2.7527 4.3584 1.1748
H 3.3845 3.3543 -0.1162
C 2.9927 0.0977 0.5048
O 3.7556 0.1696 1.4376
N 3.1241 -0.8789 -0.4351
C 2.2188 -1.2339 -1.5053
H 1.3727 -0.5517 -1.5441
H 2.7470 -1.1645 -2.4627
C 1.7312 -2.6854 -1.2835
N 1.8601 -2.9786 0.1557
H 1.3497 -3.8226 0.4165
C 3.2800 -3.0757 0.5633
H 3.3341 -2.9539 1.6457
H 3.6877 -4.0518 0.2943
C 4.0558 -1.9516 -0.1456
H 4.8462 -1.5658 0.4985
H 4.4974 -2.2939 -1.0827
H 1.3594 -2.0990 0.6646
H 0.6883 -2.7865 -1.5844
H 2.3288 -3.3961 -1.8580
H -3.1828 -1.2115 1.6693
H -4.9770 -0.7158 -2.3965
H -3.4950 -1.1965 -3.2113
*
```

## Properties
Structure (SMILES) = CC[C@@H](C)[C@H](N)c1cn([C@@H](CCC(=O)O)C(=O)N2CC[NH2+]CC2)nn1
HOMO-LUMO gap = 9.43 eV
Relative energy (zero: lowest compared OMol25 entry of this formula, charge and spin) = 6.8 kcal per mole

Results of the natural (NBO) charge analysis, in e, for atoms 1 through 5: C -0.60; H 0.20; C -0.39; H 0.20; H 0.18